The following is a DFT calculation (ωB97M-V/def2-TZVPD) of a cluster of 4 separate species, C38H70BF3NO15P4S in total in a non-equilibrium geometry.

The geometry in XYZ format:
```
133
Properties=species:S:1:pos:R:3
C 0.886 0.481 -2.854
C 2.155 -0.029 -2.706
C 2.866 -0.584 -3.936
C 2.264 -0.023 -5.196
C 1.324 -0.793 -5.909
C 0.855 -2.144 -5.453
O -0.284 -1.888 -4.584
C -1.081 -2.961 -4.413
F -0.378 -4.066 -4.121
F -1.940 -2.723 -3.430
F -1.813 -3.218 -5.506
C 0.781 -0.259 -7.058
B -0.346 -1.059 -7.914
C 0.106 -1.997 -9.087
O -1.635 -0.892 -7.523
N 1.176 0.960 -7.502
S 0.405 1.502 -8.962
C 2.086 1.723 -6.831
C 2.458 3.058 -7.441
C 3.416 2.797 -8.613
C 4.638 2.178 -8.386
C 5.517 1.891 -9.424
C 5.185 2.236 -10.723
C 3.959 2.859 -10.976
C 3.620 3.186 -12.421
C 3.096 3.136 -9.928
C 2.639 1.257 -5.637
P 3.828 2.428 -4.788
C 2.722 3.832 -4.273
O 4.360 1.821 -3.357
H 0.050 -0.089 -2.445
H 0.662 1.401 -3.393
H 2.619 -0.078 -1.721
H 2.762 -1.663 -3.841
H 3.943 -0.393 -3.907
H 0.570 -2.807 -6.274
H 1.586 -2.677 -4.852
H -0.475 -2.915 -9.172
H 0.007 -1.443 -10.029
H 1.176 -2.206 -8.995
H -1.639 -0.489 -6.645
H 1.322 1.067 -9.854
H 3.008 3.687 -6.746
H 1.586 3.627 -7.764
H 4.916 1.879 -7.380
H 6.455 1.403 -9.191
H 5.846 2.035 -11.557
H 3.437 2.230 -12.921
H 2.728 3.809 -12.453
H 4.467 3.651 -12.922
H 2.140 3.601 -10.155
H 2.549 3.854 -3.195
H 3.239 4.755 -4.547
H 1.782 3.840 -4.826
H 3.703 2.029 -2.675
O 1.596 1.054 1.258
P 1.658 1.473 2.683
O 0.130 1.453 3.215
C -0.570 0.207 3.319
C -0.225 -0.508 4.611
O 1.825 3.105 2.501
C 2.522 3.646 1.383
C 1.545 4.310 0.435
O 2.318 1.505 4.159
C 3.575 2.173 4.408
C 3.310 3.385 5.269
H -0.358 -0.424 2.451
H -1.634 0.448 3.299
H 0.820 -0.826 4.612
H -0.853 -1.390 4.745
H -0.360 0.157 5.462
H 3.105 2.879 0.869
H 3.227 4.388 1.769
H 0.796 3.597 0.087
H 2.065 4.727 -0.432
H 1.012 5.115 0.942
H 4.079 2.439 3.479
H 4.217 1.471 4.942
H 2.664 4.097 4.756
H 4.244 3.885 5.528
H 2.802 3.092 6.188
O -2.118 3.731 9.839
P -2.131 2.462 10.608
O -0.799 2.484 11.530
C -0.685 3.454 12.575
C -1.410 3.003 13.830
O -1.637 1.405 9.444
C -1.965 1.627 8.073
C -0.726 2.023 7.302
O -2.858 1.280 11.449
C -3.762 0.357 10.808
C -3.120 -1.011 10.789
H -1.057 4.424 12.234
H 0.379 3.563 12.782
H -2.488 2.965 13.665
H -1.213 3.688 14.655
H -1.091 2.001 14.117
H -2.747 2.379 7.968
H -2.363 0.685 7.679
H -0.278 2.925 7.719
H -0.959 2.202 6.251
H 0.028 1.235 7.364
H -4.029 0.689 9.804
H -4.677 0.330 11.401
H -2.201 -1.004 10.206
H -3.800 -1.749 10.362
H -2.859 -1.319 11.802
O -5.793 -4.489 1.575
P -4.775 -5.331 0.901
O -4.544 -6.613 1.861
C -5.610 -7.550 2.051
C -5.673 -8.554 0.915
O -3.406 -4.479 1.251
C -3.448 -3.059 1.389
C -3.258 -2.672 2.840
O -4.077 -6.009 -0.402
C -3.391 -5.197 -1.373
C -1.915 -5.497 -1.295
H -6.561 -7.023 2.163
H -5.406 -8.066 2.989
H -5.956 -8.066 -0.021
H -6.405 -9.333 1.131
H -4.699 -9.015 0.757
H -4.379 -2.649 0.996
H -2.630 -2.651 0.786
H -4.030 -3.121 3.465
H -3.293 -1.588 2.963
H -2.296 -3.036 3.205
H -3.593 -4.136 -1.223
H -3.770 -5.469 -2.360
H -1.506 -5.241 -0.318
H -1.365 -4.944 -2.054
H -1.741 -6.563 -1.445
```

Properties
net charge = +1
HOMO energy = -10.848 eV

Mulliken atomic charge list, values in e, 99 entries: -0.67, -0.68, -1.44, 0.92, 0.47, -1.79, -0.34, 0.93, -0.30, -0.21, -0.27, -0.35, 1.02, -1.01, -0.63, 0.01, -0.17, -0.51, -1.64, 0.54, -0.39, -0.99, -0.50, 0.83, -1.53, -0.39, 1.43, 0.34, -0.99, -0.45, 0.25, 0.29, 0.75, 0.42, 0.68, 0.48, 0.49, 0.30, 0.30, 0.41, 0.32, 0.24, 0.33, 0.47, 0.36, 0.42, 0.44, 0.32, 0.36, 0.41, 0.49, 0.29, 0.36, 0.37, 0.20, -0.63, 1.10, -0.38, -0.28, -0.59, -0.35, -0.27, -1.23, -0.35, -0.22, -1.10, 0.33, 0.23, 0.31, 0.36, -0.15, 0.32, 0.34, 0.26, 0.37, 0.33, 0.28, 0.40, 0.26, 0.40, 0.29, -0.74, 1.08, -0.31, -0.34, -0.99, -0.37, -0.35, -1.29, -0.32, -0.20, -1.12, 0.30, 0.31, 0.25, 0.40, 0.26, 0.41, 0.32